Here is a 2-piece molecular cluster, CH3ClFOP overall from OMol25. Energies are from ωB97M-V/def2-TZVPD.

Multiplicity ... 1

Structure (XYZ):
```
8
CH3ClFOP ωB97M-V/def2-TZVPD
Cl 0.711 2.619 0.153
H 1.002 0.799 0.091
F -1.963 -0.629 -1.090
H 0.644 -0.814 -0.931
O -0.478 -0.517 0.834
C 0.667 -0.324 0.033
P -1.993 -0.216 0.457
H 1.410 -0.918 0.452
```



Here is a 2-piece molecular cluster, CH3ClI2Si overall from OMol25. Energies are from ωB97M-V/def2-TZVPD.

⟨S²⟩ ... 2.01
Multiplicity ... 3

Structure (XYZ):
```
8
CH3ClI2Si ωB97M-V/def2-TZVPD
H 1.081 -0.389 0.068
C 0.224 0.193 -0.432
Si -0.722 -2.819 -1.719
H 0.465 0.287 -1.516
I -0.541 -4.635 -0.073
I -3.058 -2.470 -2.472
Cl 0.640 -2.915 -3.217
H -0.788 0.516 -0.090
```



Here is CH3ClN2O as an isolated structure from OMol25. Energies are from ωB97M-V/def2-TZVPD.

Multiplicity ... 1

Structure (XYZ):
```
8
CH3ClN2O ωB97M-V/def2-TZVPD
H 0.937 -0.887 -1.389
O 1.712 -0.724 0.394
H -1.134 0.317 -0.466
H 0.339 0.856 1.894
N -0.152 0.359 -0.122
N -0.564 0.856 1.553
Cl -0.963 2.521 1.517
C 0.865 -0.400 -0.382
```



Computed ΔE to the lowest compared entry with this formula, charge and spin (kcal/mol) in order:
108.8; 0.0; 55.5
Computed largest force on an atom (eV/A) in order:
2.35; 2.32; 7.25